Entry 1:
This record from the Open Molecules 2025 dataset describes C3H10N3S as an isolated structure. The level of theory is the ωB97M-V functional and the def2-TZVPD basis.

The geometry in XYZ format:
```
17
C3H10N3S (the ωB97M-V functional and the def2-TZVPD basis)
N 0.50678 -1.21810 0.65671
C -2.16812 1.02736 0.87797
H -1.64093 -0.45332 -1.76895
H -2.90139 1.83832 1.22574
H -2.41152 1.65153 -1.13363
H -0.88079 2.02946 -0.49834
H 0.90190 -1.89157 1.32275
N -2.27195 -0.06378 1.48658
H 0.12705 0.06638 -1.29417
C -1.01412 -0.04455 -1.01916
H 3.25419 0.36674 -0.05724
H 3.40595 -0.96914 0.89330
H 1.24327 -0.55585 0.32084
H 3.50783 -1.06316 -0.75788
S -1.04108 -1.38757 0.21101
N 3.01090 -0.55500 0.04151
C -1.62797 1.22225 -0.50702
```

Output
- net charge = +1
- HOMO-LUMO gap (eV) = 8.7
- lowest unoccupied orbital energy (eV) = -4.77
- largest force on an atom (eV/Å) = 4.0
- energy relative to the best compared isomer or geometry (same formula, charge and spin) (kcal per mole) = 75.23
- E_tot (eV) = -18569.610

Charge distribution, natural (NBO) scheme, values in e: -1.0326, 0.0608, 0.2616, 0.2583, 0.2711, 0.2596, 0.4270, -0.3223, 0.2731, -0.5559, 0.3774, 0.3871, 0.4563, 0.3962, 1.0654, -1.0845, -0.4985

Entry 2:
This record from the Open Molecules 2025 dataset describes C3H10N3S as an isolated structure. The level of theory is the ωB97M-V functional and the def2-TZVPD basis.

The geometry in XYZ format:
```
17
C3H10N3S (the ωB97M-V functional and the def2-TZVPD basis)
C 0.93005 0.30766 -0.49571
H 0.31768 1.95961 -1.41019
H 2.99804 0.84838 0.28009
C -1.10475 -0.66389 0.69571
N -2.39877 -0.50621 0.88855
H 1.95745 1.84059 -1.34079
H -0.91110 -2.50328 1.53400
H -2.98804 -1.22184 1.27691
H 0.61198 -1.84325 1.09080
S 1.81105 0.67964 1.03875
N -0.50036 0.22696 -0.14441
H 1.26399 -1.03974 -0.87153
C 1.10967 1.25068 -1.59971
H -1.02650 1.03726 -0.24997
N -0.41042 -1.62458 1.23251
H -2.76763 0.40299 0.58316
H 1.10766 0.84900 -2.50818
```

Output
- net charge = +1
- HOMO-LUMO gap (eV) = 10.0
- lowest unoccupied orbital energy (eV) = -3.13
- largest force on an atom (eV/Å) = 5.9
- energy relative to the best compared isomer or geometry (same formula, charge and spin) (kcal per mole) = 34.99
- E_tot (eV) = -18571.355

Charge distribution, natural (NBO) scheme, values in e: -0.1193, 0.2102, 0.1643, 0.6777, -0.7546, 0.2416, 0.4290, 0.4364, 0.4608, -0.0059, -0.5908, 0.1898, -0.6420, 0.3960, -0.7610, 0.4255, 0.2425

Entry 3:
This record from the Open Molecules 2025 dataset describes an isolated ion of composition C3H10N3S and charge +1. The level of theory is the ωB97M-V functional and the def2-TZVPD basis.

The geometry in XYZ format:
```
17
C3H10N3S (the ωB97M-V functional and the def2-TZVPD basis)
C -2.52794 0.69593 0.33495
N 0.96013 1.19760 -0.12015
H 0.52444 1.71383 -0.92461
H 0.63361 -1.91082 -1.30675
H 1.93010 -0.49028 1.03605
N 2.01443 -0.81429 0.11910
H 0.77292 -2.42311 0.44236
S -1.80892 -0.59189 -0.67486
C 0.79133 -1.49993 -0.19529
H -2.17966 0.60690 1.39207
H 3.04471 0.92977 -0.18095
C 2.07548 0.41014 -0.63184
H -2.30571 1.66592 -0.22815
N -0.33442 -0.55399 0.11130
H -0.21293 -0.29051 1.18510
H 2.06484 0.20646 -1.77492
H -3.63972 0.82078 0.25085
```

Output
- net charge = +1
- HOMO-LUMO gap (spin up / spin down) (eV) = 9.3 / 7.0
- lowest unoccupied orbital energy (spin up / spin down) (eV) = -3.73 / -7.16
- largest force on an atom (eV/Å) = 3.8
- 2S+1 = 3
- energy relative to the best compared isomer or geometry (same formula, charge and spin) (kcal per mole) = 54.40
- E_tot (eV) = -18566.693

Charge distribution, natural (NBO) scheme, values in e: -0.8253, -0.4528, 0.3262, 0.2281, 0.3566, -0.5704, 0.2422, 0.8363, -0.0968, 0.2650, 0.2535, -0.1607, 0.2782, -0.6515, 0.4603, 0.2157, 0.2952

Entry 4:
This record from the Open Molecules 2025 dataset describes an isolated ion of composition C3H10N3S and charge +1. The level of theory is the ωB97M-V functional and the def2-TZVPD basis.

The geometry in XYZ format:
```
17
C3H10N3S (the ωB97M-V functional and the def2-TZVPD basis)
C 1.31268 1.77624 -0.32716
N -0.20766 -1.56901 -0.88750
C -0.03522 -0.42718 -0.29454
H 1.75114 -0.09238 -1.48333
H -2.97034 -0.63444 0.55478
H 1.73770 -0.04488 1.75657
H -0.57388 -2.33473 -0.38662
C 1.19244 0.26716 -0.64701
H -2.38392 -0.08748 1.88038
H 0.51605 -1.78508 -1.60843
H 0.78282 2.09331 0.64777
N -1.00108 0.23854 0.58626
S 2.13560 -0.76915 0.79250
N -2.11409 -0.58804 1.05004
H -1.87493 -1.56599 1.29500
H 2.37923 2.03412 -0.43776
H 0.84551 2.39442 -1.04326
```

Output
- net charge = +1
- HOMO-LUMO gap (spin up / spin down) (eV) = 6.1 / 6.2
- lowest unoccupied orbital energy (spin up / spin down) (eV) = -3.41 / -6.99
- largest force on an atom (eV/Å) = 6.1
- 2S+1 = 3
- energy relative to the best compared isomer or geometry (same formula, charge and spin) (kcal per mole) = 72.06
- E_tot (eV) = -18565.928

Charge distribution, natural (NBO) scheme, values in e: -0.6501, -0.7953, 0.2906, 0.2346, 0.4108, 0.0992, 0.3827, -0.3225, 0.4413, 0.4160, 0.2511, -0.4470, 0.3478, -0.5391, 0.4003, 0.2316, 0.2480

Entry 5:
This record from the Open Molecules 2025 dataset describes an isolated molecule of C3H10N4. The level of theory is the ωB97M-V functional and the def2-TZVPD basis.

The geometry in XYZ format:
```
17
C3H10N4 (the ωB97M-V functional and the def2-TZVPD basis)
H 2.75760 -1.28552 -0.19142
H 2.71120 1.29566 0.75694
H 1.95042 1.24292 -0.71326
H 0.49447 -1.71024 0.45475
N 0.02098 0.23799 -0.23494
H -3.02385 -1.13228 -0.34307
C 0.79318 -0.69016 0.12135
H -1.46075 -1.98363 -0.63790
H -3.14008 1.13412 0.04236
N 2.18258 -0.51610 0.18327
H -1.94529 -1.44114 1.05497
N -1.33135 0.10052 -0.23710
N 2.67082 0.73695 -0.12024
C -1.93927 -1.17169 -0.03396
H -1.87463 1.53701 1.23187
H -1.85834 2.10220 -0.45382
C -2.08924 1.24941 0.18955
```

Output
- HOMO-LUMO gap (eV) = 8.5
- structure (SMILES) = CN(C)/N=C/NN
- lowest unoccupied orbital energy (eV) = 1.02
- largest force on an atom (eV/Å) = 2.3
- energy relative to the best compared isomer or geometry (same formula, charge and spin) (kcal per mole) = 58.63
- E_tot (eV) = -9231.041

Charge distribution, natural (NBO) scheme, values in e: 0.3696, 0.3422, 0.3590, 0.1609, -0.3283, 0.2106, 0.1702, 0.2056, 0.2023, -0.4635, 0.1666, -0.2790, -0.6579, -0.4350, 0.1738, 0.2063, -0.4033

Entry 6:
This record from the Open Molecules 2025 dataset describes an isolated ion of composition C3H10N4 and charge +2. The level of theory is the ωB97M-V functional and the def2-TZVPD basis.

The geometry in XYZ format:
```
17
C3H10N4 (the ωB97M-V functional and the def2-TZVPD basis)
H -1.16864 0.58443 1.25127
H -2.08227 -0.87772 -2.23774
H 0.44729 1.70052 1.65090
H 0.76957 -0.34695 1.94625
N 0.74131 1.72967 0.66565
H 0.80027 2.51357 0.10185
N 0.27815 -1.15531 -0.07290
H -0.83442 -1.62977 -2.30328
H 1.69060 0.56956 -0.63899
H -2.38619 1.13273 -0.24749
N -1.25993 -0.98966 -1.65067
H 2.09730 -1.15352 0.94488
C -0.91738 -0.58392 -0.47702
N 1.49020 0.71266 0.34847
H 0.64146 -2.06283 -0.46403
C -1.52836 0.45800 0.25424
C 1.22104 -0.60147 0.92860
```

Output
- net charge = +2
- HOMO-LUMO gap (spin up / spin down) (eV) = 8.0 / 8.7
- lowest unoccupied orbital energy (spin up / spin down) (eV) = -10.87 / -10.31
- largest force on an atom (eV/Å) = 4.7
- energy relative to the best compared isomer or geometry (same formula, charge and spin) (kcal per mole) = 113.27
- E_tot (eV) = -9211.993

Charge distribution, natural (NBO) scheme, values in e: 0.2049, 0.4627, 0.4364, 0.2284, -0.3888, 0.4495, -0.5687, 0.4489, 0.4225, 0.3026, -0.6761, 0.2762, 0.4066, -0.1861, 0.4642, -0.2207, -0.0625

Entry 7:
This record from the Open Molecules 2025 dataset describes an isolated ion of composition C3H10N5 and charge +1. The level of theory is the ωB97M-V functional and the def2-TZVPD basis.

The geometry in XYZ format:
```
18
C3H10N5 (the ωB97M-V functional and the def2-TZVPD basis)
H 1.40663 2.69261 1.11834
N 1.35271 1.85476 0.62936
H 0.28461 -1.25066 -1.02911
H -1.97853 1.62403 -1.26030
N -0.24514 0.67099 -0.40052
N 0.17629 1.76845 0.16951
H 0.15916 -0.64143 1.82844
C 0.52404 -0.57549 -0.17797
H -0.55418 2.46314 0.23719
H 0.72376 -2.13586 1.44054
N 1.96344 -0.26456 0.07472
H -1.88126 -0.01047 -1.53789
H -0.78464 -1.72781 0.83115
H -2.34415 0.41568 0.12846
C -1.66124 0.64597 -0.77439
C 0.14694 -1.38352 1.07229
H 3.70312 -0.53736 -0.54289
N 2.71059 -0.48656 -0.85886
```

Output
- net charge = +1
- HOMO-LUMO gap (eV) = 7.3
- structure (SMILES) = [H]/N=N/[C@@H](C)N(C)/[NH+]=N/[H]
- lowest unoccupied orbital energy (eV) = -5.38
- largest force on an atom (eV/Å) = 4.2
- energy relative to the best compared isomer or geometry (same formula, charge and spin) (kcal per mole) = 137.47
- E_tot (eV) = -10711.461

Charge distribution, natural (NBO) scheme, values in e: 0.3614, -0.2422, 0.2271, 0.2416, -0.1415, 0.0524, 0.2105, 0.0488, 0.4210, 0.2591, -0.1334, 0.2565, 0.2123, 0.2373, -0.4594, -0.6028, 0.3427, -0.2915

- Which formula does entry 7 have?
  C3H10N5

- Which formula does entry 2 have?
  C3H10N3S